Record 1
Formula: C4H4O2
Source: OMol25
Level of theory: wB97M-V/def2-TZVPD

Structure (ORCA input):
```
! RIJCOSX wB97M-V def2-TZVPD def2/J DEFGRID3
* xyz 0 1
C 0.71112 -1.21487 -0.10110
C -1.59662 -0.73052 0.76197
C -0.37193 -0.17922 0.10488
C 0.04769 1.32078 0.10399
O 1.88816 -1.11522 0.15318
O -1.61353 -0.58964 -0.51060
H 0.52358 -2.01186 -0.77563
H 0.97521 1.21349 0.62810
H -0.72528 1.78539 0.54771
H 0.16161 1.52166 -0.91250
*
```

As for the HOMO-LUMO gap: 9.8 eV. The value obtained for the energy relative to the best compared isomer or geometry (same formula, charge and spin) is 86.6 kcal/mol. The strongest force on any atom is 0.09905 hartree/bohr.

Results of the natural (NBO) charge analysis, in e, for atoms 1 through 8: 0.39, 0.34, -0.04, -0.61, -0.50, -0.40, 0.13, 0.25

Record 2
Formula: C24H23F4OSi
Source: OMol25
Level of theory: wB97M-V/def2-TZVPD

Structure (ORCA input):
```
! RIJCOSX wB97M-V def2-TZVPD def2/J DEFGRID3
* xyz 1 1
C -3.28986 0.06299 1.42747
Si -2.36326 -1.51634 1.04952
C -1.41230 -2.17131 2.50522
C -3.55908 -2.79385 0.41230
C -0.97088 -1.09599 -0.18890
C -0.39100 0.35049 -0.22890
O -1.27970 -1.77359 -1.37444
C -0.36820 -2.23638 -2.34246
C 0.94477 -2.48914 -1.97623
C 1.88846 -2.74932 -2.97514
C 1.49773 -2.76026 -4.31450
C 0.16865 -2.51521 -4.67119
C -0.79506 -2.33454 -3.66774
H -4.09602 -0.17158 2.13405
H -2.69713 0.86398 1.88166
H -3.77465 0.47466 0.53330
H -1.97584 -2.01265 3.43275
H -1.25380 -3.24975 2.37544
H -0.43352 -1.69328 2.61460
H -4.37519 -2.93239 1.13606
H -4.00543 -2.50212 -0.54566
H -3.06375 -3.76303 0.27767
H 0.48780 0.10152 -0.93106
H -1.38231 0.79154 -0.44777
H 1.18969 -2.46258 -0.89964
H 2.91468 -2.96773 -2.66373
H 2.24456 -2.98764 -5.07263
H -0.12878 -2.49850 -5.72610
H -1.85466 -2.23544 -3.90255
F 4.20904 0.19014 2.86452
C 2.86656 0.37358 2.89686
C 2.16447 0.08283 4.04771
C 0.81574 0.37151 4.06850
F 0.07088 0.11981 5.17293
C 0.16497 0.95142 2.98004
C 0.90404 1.08469 1.82438
C 0.11647 1.46768 0.62678
C 0.70254 2.57140 -0.34199
C 0.02346 3.77949 -0.46805
C 0.56234 4.77263 -1.28800
F -0.11667 5.95056 -1.41702
C 1.78049 4.62978 -1.93637
C 2.41715 3.41027 -1.77949
F 3.63610 3.22156 -2.37203
C 1.90287 2.37016 -0.99338
C 2.26553 0.92176 1.76167
H 2.66184 -0.29698 4.92089
H -0.89468 1.23616 3.01757
H -0.76126 2.04430 1.02874
H -0.92403 3.95502 0.05588
H 2.23151 5.43245 -2.49629
H 2.45899 1.42021 -0.92322
H 2.87576 1.20703 0.89795
*
```

As for the HOMO-LUMO gap: 6.5 eV. The value obtained for the energy relative to the best compared isomer or geometry (same formula, charge and spin) is 72.4 kcal/mol. The strongest force on any atom is 0.09424 hartree/bohr.

Results of the natural (NBO) charge analysis, in e, for atoms 1 through 8: -1.11, 1.56, -1.12, -1.11, 0.39, -0.55, -0.44, 0.25

Record 3
Formula: C20H17Cl5GeN6OS2Sc
Source: OMol25
Level of theory: wB97M-V/def2-TZVPD

Structure (ORCA input):
```
! RIJCOSX wB97M-V def2-TZVPD def2/J DEFGRID3
* xyz 0 2
Sc -0.29647 0.42853 0.88233
C 1.85597 -5.03754 0.42753
S 2.58521 -3.67767 1.34796
C 1.17147 -2.69233 1.76599
S -0.41539 -3.12077 1.38707
N 1.56007 -1.59884 2.39567
N 0.47208 -0.76902 2.61914
C 0.09614 -0.50846 3.80139
C -2.01862 -0.18829 2.82727
C -1.11407 0.40868 3.91751
C -0.63133 1.82494 3.72175
C -0.93520 2.60289 2.67802
C -1.72170 2.24344 1.50038
N -2.51001 -0.05738 0.06109
H 2.69082 -5.68023 0.14862
H 1.34720 -4.67594 -0.46179
H 1.15340 -5.58877 1.04672
H 0.60828 -0.88745 4.68190
H -1.55515 0.27983 4.90918
H 0.07270 2.19948 4.45515
H -0.44826 3.57025 2.60589
H -2.24073 2.99916 0.92596
N -1.89724 2.72089 -5.42680
C -1.51743 1.81282 -4.48248
O -1.69397 0.62154 -4.61101
C -0.82239 2.37286 -3.27430
C -0.18513 3.60299 -3.23418
C 0.42350 3.99925 -2.05496
C 0.37569 3.15323 -0.96454
N -0.21637 1.95487 -0.99652
C -0.79615 1.57847 -2.13656
H -2.43907 2.36254 -6.19552
H -1.99525 3.69385 -5.20113
H -0.13287 4.23441 -4.11229
H 0.94597 4.94190 -1.97903
H 0.84910 3.43118 -0.03324
H -1.26143 0.60322 -2.17393
Cl 1.99718 1.44185 1.25913
Ge 3.01489 -0.33266 -0.15305
Cl 0.79633 -0.93167 -0.91984
Cl 3.35249 1.10225 -1.85369
Cl -5.91719 0.53384 -2.41625
C -5.77158 1.09883 -0.79840
C -6.82278 1.71722 -0.14354
C -6.68673 2.16098 1.18547
C -5.48578 1.99704 1.86201
C -4.46235 1.40128 1.16222
Cl -2.73423 0.87298 1.82353
C -4.57292 0.90863 -0.10295
N -3.45562 0.26624 -0.66414
H -7.75778 1.85080 -0.66972
H -7.52255 2.63775 1.67952
H -5.35855 2.34640 2.87880
*
```

As for the HOMO-LUMO gap (spin up / spin down): 6.2 / 6.0 eV. The value obtained for the energy relative to the best compared isomer or geometry (same formula, charge and spin) is 327.3 kcal/mol. The strongest force on any atom is 0.01451 hartree/bohr.

Results of the natural (NBO) charge analysis, in e, for atoms 1 through 8: 1.23, -0.75, 0.27, -0.10, -0.24, -0.47, -0.33, 0.17